(1)
C81H181F2NO7P5S2 | ωB97M-V/def2-TZVPD

Geometry as XYZ:
```
279
Properties=species:S:1:pos:R:3:mulliken_charge:R:1
C -8.638 -6.447 7.932 -1.373
C -7.506 -5.658 8.594 -0.656
C -6.338 -5.113 7.671 -0.330
C -5.232 -4.334 8.489 -1.088
P -3.626 -4.059 7.537 0.862
C -2.705 -2.599 8.070 -1.102
C -1.506 -2.205 7.166 0.612
C -0.969 -0.881 7.643 -0.774
C -0.067 -0.139 6.601 -1.089
C -4.117 -3.729 5.804 -1.111
C -3.048 -4.191 4.726 -0.426
C -3.225 -3.514 3.361 -1.003
C -2.546 -2.199 3.244 0.135
C -2.499 -5.452 7.632 -1.245
C -3.238 -6.831 7.417 -0.424
C -2.255 -8.002 7.186 -0.904
C -1.360 -8.418 8.373 -1.129
H -9.414 -6.736 8.641 0.398
H -8.282 -7.366 7.467 0.330
H -9.210 -5.918 7.170 0.332
H -7.089 -6.361 9.315 0.337
H -8.010 -4.890 9.181 0.379
H -6.811 -4.460 6.938 0.428
H -5.955 -6.004 7.174 0.196
H -4.872 -4.813 9.399 0.532
H -5.578 -3.319 8.685 0.618
H -2.362 -2.767 9.091 0.624
H -3.487 -1.842 8.130 0.406
H -1.775 -2.007 6.128 -0.579
H -0.710 -2.950 7.145 0.294
H -0.431 -1.060 8.575 0.452
H -1.743 -0.217 8.027 0.446
H 0.407 0.801 6.882 0.443
H -0.735 0.156 5.792 -0.115
H 0.634 -0.783 6.070 0.463
H -4.245 -2.647 5.772 0.377
H -5.120 -4.111 5.617 0.704
H -3.256 -5.257 4.633 0.403
H -2.042 -3.936 5.058 0.295
H -4.275 -3.309 3.152 0.337
H -2.864 -4.171 2.570 0.388
H -2.865 -1.550 4.060 -0.430
H -2.620 -1.723 2.266 -0.191
H -1.482 -2.314 3.453 0.420
H -2.025 -5.420 8.613 0.746
H -1.653 -5.280 6.966 0.628
H -3.822 -6.657 6.513 0.271
H -3.897 -7.140 8.228 0.335
H -1.570 -7.899 6.344 0.351
H -2.754 -8.953 7.001 0.443
H -0.950 -7.567 8.916 0.275
H -0.777 -9.324 8.206 0.378
H -2.139 -8.851 9.001 0.305
C -4.029 8.403 1.819 -1.131
C -4.353 6.949 1.747 -0.714
C -3.173 5.939 2.163 -0.370
C -2.504 6.225 3.533 -1.013
P -1.004 5.208 3.866 0.135
C 0.128 5.229 2.416 0.281
C 0.461 6.525 1.749 -0.913
C 1.160 6.176 0.366 0.751
C 2.049 7.231 -0.286 -1.646
C -0.183 5.743 5.417 -1.053
C 1.024 4.852 5.653 0.448
C 1.599 5.059 7.108 -1.073
C 2.893 4.248 7.403 -1.043
C -1.700 3.540 4.082 0.160
C -2.979 3.319 4.978 -1.371
C -3.117 1.894 5.553 0.850
C -4.329 1.758 6.437 -1.552
H -2.960 8.408 1.608 0.206
H -4.329 8.770 2.800 0.302
H -4.620 8.841 1.014 0.386
H -4.772 6.708 0.770 0.391
H -5.174 6.709 2.423 0.434
H -2.551 5.965 1.268 -0.245
H -3.474 4.892 2.124 0.400
H -3.273 6.039 4.284 0.715
H -2.223 7.274 3.631 0.671
H -0.382 4.560 1.723 -0.759
H 1.013 4.699 2.768 1.061
H 1.117 7.068 2.429 0.424
H -0.466 7.094 1.675 0.189
H 0.429 5.942 -0.407 -0.063
H 1.843 5.335 0.488 -0.133
H 2.548 6.814 -1.160 0.342
H 2.882 7.346 0.407 0.372
H 1.477 8.123 -0.544 0.370
H -0.965 5.610 6.165 0.597
H -0.027 6.821 5.460 0.767
H 1.794 5.073 4.913 0.356
H 0.762 3.795 5.593 -0.160
H 0.801 4.996 7.847 0.441
H 1.786 6.122 7.256 0.410
H 2.695 3.202 7.639 0.239
H 3.534 4.708 8.156 0.425
H 3.437 4.389 6.469 0.254
H -0.910 2.914 4.497 0.053
H -1.749 3.136 3.071 0.436
H -3.891 3.707 4.525 0.376
H -2.782 3.911 5.871 0.506
H -2.287 1.708 6.235 -0.034
H -2.982 1.102 4.817 -0.263
H -4.534 0.701 6.604 0.334
H -5.183 2.052 5.826 0.411
H -4.255 2.342 7.354 0.344
C 6.087 5.217 0.368 -1.299
C 5.958 4.859 -1.147 -0.054
C 6.496 3.395 -1.257 -0.582
C 6.686 2.736 -2.695 -0.946
P 7.448 1.123 -2.861 1.349
C 9.022 1.123 -1.842 -1.412
C 8.965 0.626 -0.391 -0.505
C 10.285 0.987 0.295 -0.752
C 11.529 0.185 -0.174 -1.221
C 6.311 -0.240 -2.512 -0.953
C 5.563 -0.100 -1.130 0.206
C 4.420 -1.086 -0.953 -1.173
C 3.300 -0.863 -1.970 0.230
C 7.952 1.017 -4.579 -1.389
C 6.893 1.103 -5.675 -1.054
C 6.470 2.473 -6.062 0.020
C 5.034 2.522 -6.745 -1.357
H 5.818 6.270 0.449 0.405
H 7.042 4.932 0.809 0.383
H 5.357 4.626 0.921 0.240
H 6.474 5.577 -1.784 0.484
H 4.928 5.008 -1.472 -0.151
H 5.805 2.941 -0.547 0.288
H 7.434 3.394 -0.701 0.350
H 7.167 3.505 -3.299 0.829
H 5.750 2.540 -3.218 0.088
H 9.406 2.142 -1.882 0.661
H 9.838 0.679 -2.411 0.688
H 8.745 -0.437 -0.302 0.510
H 8.059 1.004 0.082 0.341
H 10.082 0.718 1.331 0.388
H 10.520 2.050 0.253 0.343
H 12.417 0.380 0.427 0.408
H 11.824 0.407 -1.200 0.311
H 11.305 -0.882 -0.143 0.312
H 6.780 -1.211 -2.671 0.662
H 5.688 -0.199 -3.405 0.305
H 5.180 0.888 -0.876 -0.365
H 6.303 -0.280 -0.351 0.312
H 3.921 -0.948 0.006 0.326
H 4.847 -2.081 -1.082 0.611
H 2.420 -1.395 -1.606 -0.566
H 3.636 -1.333 -2.894 0.629
H 3.154 0.212 -2.068 -0.271
H 8.635 0.183 -4.737 0.554
H 8.682 1.808 -4.751 0.557
H 6.071 0.391 -5.611 0.446
H 7.350 0.682 -6.571 0.526
H 7.188 2.840 -6.795 0.425
H 6.464 3.172 -5.226 0.043
H 5.013 1.686 -7.444 0.402
H 4.833 3.492 -7.201 0.394
H 4.215 2.307 -6.059 0.208
C -4.785 -2.633 -6.318 -1.411
C -3.229 -2.614 -6.294 0.295
C -2.711 -4.100 -6.305 -0.852
C -1.139 -4.188 -6.591 -1.154
P -0.264 -5.614 -5.792 0.787
C 1.461 -5.266 -6.178 -1.329
C 1.896 -5.266 -7.604 -0.261
C 3.402 -4.912 -7.917 -0.738
C 4.444 -5.994 -7.642 -1.194
C -0.758 -7.244 -6.421 -0.976
C -2.170 -7.613 -6.042 -0.327
C -2.816 -8.367 -7.232 -0.817
C -3.143 -7.537 -8.421 -1.070
C -0.459 -5.649 -4.024 -1.158
C -0.054 -4.256 -3.403 -0.005
C -0.595 -4.143 -1.964 -1.261
C -0.093 -2.896 -1.110 -0.623
H -5.115 -1.606 -6.160 0.355
H -5.162 -3.025 -5.373 0.366
H -5.124 -3.217 -7.174 0.407
H -2.782 -2.163 -5.409 -0.325
H -2.909 -2.079 -7.189 0.402
H -3.240 -4.703 -7.043 0.192
H -2.834 -4.627 -5.359 0.520
H -0.704 -3.239 -6.277 0.650
H -0.912 -4.302 -7.651 0.760
H 2.107 -5.929 -5.603 0.590
H 1.666 -4.278 -5.766 0.570
H 1.415 -4.494 -8.205 0.196
H 1.665 -6.284 -7.920 0.261
H 3.820 -4.099 -7.323 0.305
H 3.470 -4.705 -8.985 0.377
H 5.436 -5.681 -7.968 0.374
H 4.133 -6.915 -8.135 0.317
H 4.456 -6.053 -6.554 0.285
H -0.019 -7.924 -5.996 0.540
H -0.591 -7.339 -7.494 0.578
H -2.796 -6.721 -6.021 0.080
H -2.293 -8.072 -5.061 0.449
H -3.735 -8.838 -6.884 0.411
H -2.133 -9.127 -7.611 0.347
H -3.910 -6.810 -8.152 0.232
H -3.490 -8.224 -9.193 0.384
H -2.295 -6.970 -8.803 0.312
H 0.151 -6.457 -3.622 0.747
H -1.475 -5.944 -3.764 0.650
H -0.435 -3.463 -4.046 0.149
H 1.017 -4.155 -3.223 0.260
H -0.470 -5.094 -1.446 0.531
H -1.683 -4.169 -2.017 0.331
H -0.205 -1.988 -1.703 -0.177
H 0.960 -2.937 -0.832 0.736
H -0.649 -2.726 -0.188 0.024
C 2.525 4.231 -2.907 -0.656
C 1.900 2.919 -2.908 0.676
C 0.372 2.881 -3.059 -0.483
C -0.200 1.491 -2.767 0.440
P -1.955 1.552 -3.311 0.415
C -2.348 2.078 -5.028 -1.105
C -3.794 2.107 -5.525 -0.366
C -3.930 2.943 -6.780 -0.803
C -3.898 4.463 -6.576 -1.129
C -2.823 2.785 -2.231 -0.917
C -2.775 4.202 -2.790 -0.216
C -3.056 5.283 -1.782 -0.168
C -3.219 6.632 -2.468 -1.434
C -2.637 -0.126 -3.097 0.310
C -2.987 -0.364 -1.650 -0.959
C -3.714 -1.752 -1.472 -0.143
C -3.934 -2.053 -0.022 -0.993
H 2.308 4.847 -2.034 -0.367
H 2.176 4.801 -3.768 0.517
H 3.597 4.058 -2.993 -0.039
H 2.136 2.274 -2.062 -0.870
H 2.254 2.302 -3.734 0.566
H 0.112 3.258 -4.048 0.923
H -0.036 3.473 -2.239 -0.691
H -0.319 1.323 -1.697 -0.712
H 0.360 0.678 -3.230 1.042
H -1.784 1.433 -5.701 0.768
H -1.937 3.085 -5.102 0.315
H -4.511 2.436 -4.773 0.466
H -4.121 1.089 -5.739 0.021
H -4.940 2.722 -7.125 0.403
H -3.243 2.654 -7.576 0.353
H -2.944 4.731 -6.121 0.266
H -4.615 4.769 -5.814 0.277
H -4.093 5.070 -7.461 0.426
H -2.250 2.738 -1.305 0.205
H -3.849 2.528 -1.971 1.013
H -3.521 4.285 -3.581 0.315
H -1.774 4.412 -3.166 0.139
H -2.295 5.224 -1.004 -0.364
H -3.903 4.992 -1.162 0.525
H -2.238 7.104 -2.525 0.370
H -3.751 7.333 -1.825 0.333
H -3.670 6.576 -3.458 0.333
H -1.922 -0.904 -3.365 -0.295
H -3.566 -0.197 -3.663 0.559
H -3.613 0.445 -1.275 0.649
H -2.119 -0.154 -1.024 -0.021
H -3.080 -2.498 -1.950 -0.194
H -4.692 -1.730 -1.954 0.552
H -4.269 -1.158 0.503 0.370
H -3.060 -2.462 0.486 -0.141
H -4.667 -2.839 0.164 0.499
O 2.229 2.040 4.635 0.134
C 3.350 1.302 4.534 0.415
O 3.822 0.707 3.560 -0.665
O 4.154 1.123 5.473 -0.793
H 1.768 2.075 3.794 0.344
N 0.782 1.825 2.521 0.367
S -0.092 0.690 1.908 -0.225
O 0.447 -0.610 1.490 -0.533
O -1.149 1.198 1.060 -0.603
F -1.044 0.278 3.161 -0.132
S 1.565 2.061 1.002 -0.042
O 0.746 2.844 0.072 -0.470
O 2.444 1.033 0.443 0.029
F 2.569 3.214 1.540 -0.364
```

Calculated values
* orbital gap: 3.393 eV
* calculated total energy: -6478.19875 Ha
* ΔE to the lowest compared entry with this formula, charge and spin: 0.0 kJ/mol
* net charge: +3

---

(2)
C7H12 | ωB97M-V/def2-TZVPD

Geometry as XYZ:
```
19
Properties=species:S:1:pos:R:3:lowdin_spin:R:1
C -0.334 1.862 -1.150 0.021
C 0.711 0.706 -0.796 0.039
C 0.194 -0.309 0.151 0.143
C -0.857 -1.205 -0.196 0.358
C -2.079 -0.903 -0.982 0.092
C 1.765 0.115 2.052 0.155
C 0.886 -0.687 1.390 0.060
H -1.119 1.707 -0.419 0.005
H -0.743 1.754 -2.149 0.003
H 0.071 2.865 -0.950 0.003
H 1.617 1.202 -0.443 0.004
H 1.115 0.340 -1.748 0.013
H -0.809 -2.128 0.395 0.028
H -2.574 -0.005 -0.609 0.023
H -2.785 -1.737 -1.008 0.003
H -1.860 -0.693 -2.053 0.016
H 2.133 1.083 1.732 0.016
H 2.214 -0.293 2.966 0.019
H 0.650 -1.704 1.689 0.000
```

Calculated values
* orbital gap (spin up / spin down): 4.060 / 6.521 eV
* calculated total energy: -273.81503 Ha
* ΔE to the lowest compared entry with this formula, charge and spin: 57.2 kJ/mol
* net charge: -1
* expectation value of S²: 0.761
* spin multiplicity: 2

---

(3)
C20H31AuN2O2Sb | ωB97M-V/def2-TZVPD

Geometry as XYZ:
```
57
Properties=species:S:1:pos:R:3:mulliken_charge:R:1
Au 0.467 -1.561 -0.706 0.715
C 4.326 -2.596 0.958 -1.338
C 3.081 -1.771 0.688 1.050
O 2.503 -2.097 -0.426 -0.762
C 2.742 -0.820 1.632 -1.319
C 1.613 0.092 1.638 1.306
C 1.123 0.640 2.958 -1.248
N 1.032 0.342 0.522 -1.204
N -0.110 1.257 0.482 1.643
C -1.287 0.660 0.055 -0.158
O -1.373 -0.514 -0.442 -0.894
C -2.538 1.447 0.186 0.945
C -3.634 1.111 -0.610 -0.630
C -4.819 1.832 -0.531 -0.453
C -4.954 2.871 0.377 -0.521
C -3.890 3.158 1.233 -0.580
C -2.703 2.460 1.140 -0.205
H 4.263 -3.524 0.391 0.316
H 4.447 -2.819 2.018 0.366
H 5.210 -2.052 0.616 0.291
H 3.340 -0.829 2.536 0.150
H 1.781 0.340 3.772 0.390
H 0.121 0.254 3.155 0.258
H 1.049 1.727 2.930 0.195
H -3.524 0.295 -1.313 0.398
H -5.645 1.578 -1.185 0.371
H -5.878 3.432 0.441 0.371
H -3.999 3.931 1.985 0.370
H -1.894 2.659 1.828 0.314
C -0.689 4.549 -0.929 -1.714
C 0.438 3.614 -0.444 2.429
C 1.670 3.840 -1.337 -1.896
C 0.808 3.957 0.996 -1.568
C 0.002 2.175 -0.586 -1.593
H -0.352 5.592 -0.996 0.438
H -1.539 4.500 -0.249 0.267
H -1.033 4.231 -1.915 0.355
H 2.011 4.880 -1.277 0.456
H 1.434 3.615 -2.380 0.403
H 2.484 3.184 -1.024 0.350
H 1.210 4.974 1.050 0.438
H 1.570 3.268 1.368 0.231
H -0.059 3.897 1.653 0.262
H -0.030 1.748 -1.586 0.080
C 0.037 -6.772 -0.355 -1.315
Sb 0.397 -4.619 -0.480 0.618
C -1.396 -4.377 -1.661 -1.365
C 1.682 -4.815 -2.190 -1.295
H -0.116 -7.193 -1.351 0.348
H -0.858 -6.948 0.245 0.324
H 0.876 -7.281 0.123 0.341
H -1.398 -5.097 -2.481 0.388
H -1.439 -3.363 -2.056 0.385
H -2.275 -4.538 -1.035 0.366
H 1.163 -5.358 -2.981 0.423
H 2.593 -5.348 -1.917 0.377
H 1.954 -3.817 -2.533 0.330
```

Calculated values
* orbital gap (spin up / spin down): 5.865 / 5.866 eV
* calculated total energy: -1416.50902 Ha
* ΔE to the lowest compared entry with this formula, charge and spin: 237.4 kJ/mol
* net charge: -1

---

(4)
C4H6N2O5 | ωB97M-V/def2-TZVPD

Geometry as XYZ:
```
17
Properties=species:S:1:pos:R:3:mulliken_charge:R:1
C -2.403 1.422 0.083 0.283
C -0.142 -1.704 0.352 -0.902
C -1.330 0.487 0.412 -0.676
C -1.404 -0.798 -0.063 0.932
N 2.538 0.357 -0.793 -0.791
N 3.677 0.431 -0.193 1.117
O -3.485 0.957 -0.524 -0.562
O 4.051 1.545 0.261 -0.748
O -2.478 2.578 0.515 -0.738
O 4.374 -0.548 0.060 -0.758
O -2.348 -1.310 -0.741 -0.862
H -0.395 -1.970 1.421 0.233
H 0.879 -1.020 0.375 0.115
H -0.090 -2.614 -0.229 0.324
H -0.518 0.880 0.901 0.392
H 2.195 1.290 -0.998 0.207
H -3.121 0.019 -0.840 0.435
```

Calculated values
* orbital gap: 7.415 eV
* calculated total energy: -641.64952 Ha
* ΔE to the lowest compared entry with this formula, charge and spin: 3.0 kJ/mol
* net charge: -2